P | Density functional theory data (ωB97M-V with the def2-TZVPD basis set) for a structure of composition C6H8F3O3S4SbTa.

- E_HOMO: -12.554 eV
- Kohn-Sham gap: 7.209 eV
- Net charge: +1
- LUMO: -5.3 eV

CARTESIAN COORDINATES (ANGSTROEM)
Ta1 -0.9535 0.4228 0.1111
S1 1.6056 2.4962 2.9303
Sb1 -0.5870 2.4045 2.7915
S2 -1.1230 -0.0761 2.2918
S3 -0.9049 2.6091 0.0658
S4 -2.4549 3.2207 3.5678
C1 3.2041 -0.1193 -1.0363
C2 2.9643 -1.2434 -0.0260
C3 1.4759 -1.4861 -0.1275
O1 0.9235 -0.1201 -0.4166
C4 2.0453 0.8166 -0.7897
H1 3.1861 -0.5003 -2.0574
H2 4.1509 0.3915 -0.8737
H3 3.2295 -0.9234 0.9818
H4 3.5208 -2.1476 -0.2627
H5 1.0042 -1.8298 0.7903
H6 1.1927 -2.1104 -0.9718
H7 2.1869 1.4641 0.0742
H8 1.6995 1.3789 -1.6513
F1 -4.6208 0.2101 0.2118
C5 -4.4278 -0.7070 -0.7559
F2 -4.8915 -1.8735 -0.3621
F3 -5.0304 -0.3177 -1.8619
C6 -2.8933 -0.7267 -0.9071
O2 -2.1891 -1.5006 -0.2296
O3 -2.3132 0.2673 -1.4868

---

Q | Density functional theory data (ωB97M-V with the def2-TZVPD basis set) for a structure of composition C6H8F3O3S4SbTa.

- E_HOMO: -12.664 eV
- Kohn-Sham gap: 7.582 eV
- Net charge: +1
- LUMO: -5.1 eV

CARTESIAN COORDINATES (ANGSTROEM)
Ta1 -0.7543 1.3859 0.5428
S1 -0.4795 -1.7533 3.4849
Sb1 -0.9815 0.3502 3.7075
S2 -2.6140 0.8586 1.6047
S3 0.7561 1.6313 2.1677
S4 -1.5624 1.8440 5.1497
C1 1.1649 -2.2106 -0.8380
C2 -0.1220 -2.8316 -0.2962
C3 -1.0746 -1.6624 -0.2338
O1 -0.1791 -0.5022 0.0799
C4 1.2486 -0.9043 -0.0857
H1 1.0892 -2.0320 -1.9111
H2 2.0434 -2.8239 -0.6487
H3 0.0403 -3.2326 0.7040
H4 -0.5154 -3.6202 -0.9341
H5 -1.8108 -1.7035 0.5617
H6 -1.5442 -1.4362 -1.1898
H7 1.6414 -1.0024 0.9250
H8 1.7572 -0.1006 -0.6122
F1 1.6198 2.4434 -1.2093
C5 0.7816 3.0722 -2.0934
F2 0.9855 4.3596 -2.0463
F3 0.9833 2.5925 -3.2940
C6 -0.5632 2.6197 -1.4754
O2 -0.9564 3.2120 -0.3947
O3 -0.9540 1.4463 -1.6652

---

Energy ordering: Q at the bottom, the next structure 0.0053 hartree above.

---

P | Density functional theory data (ωB97M-V with the def2-TZVPD basis set) for a cluster of 2 separate species, C2H5OS in total.

- E_HOMO: -2.699 eV
- Kohn-Sham gap: 6.659 eV
- Net charge: -1
- LUMO: 4.0 eV

CARTESIAN COORDINATES (ANGSTROEM)
S1 2.3861 -0.6104 -0.0568
H1 3.1902 0.1765 -0.7721
O1 -2.6539 0.6449 0.8015
C1 -1.5973 0.1892 0.4397
C2 -0.9936 0.4292 -0.8898
H2 -1.0363 -0.4495 1.1456
H3 -1.6523 1.0700 -1.4866
H4 -0.8579 -0.5038 -1.4232
H5 -0.0166 0.9024 -0.8066

---

Q | Density functional theory data (ωB97M-V with the def2-TZVPD basis set) for a cluster of 2 separate species, C2H5OS in total.

- E_HOMO: -2.670 eV
- Kohn-Sham gap: 6.593 eV
- Net charge: -1
- LUMO: 3.9 eV

CARTESIAN COORDINATES (ANGSTROEM)
S1 -2.7260 -0.3659 -0.8037
H1 -2.7058 -0.3396 -2.1422
O1 2.3605 0.9496 0.0601
C1 1.1657 0.8154 0.1777
C2 0.4712 -0.4363 0.5933
H2 0.4981 1.6489 -0.1223
H3 1.0896 -0.9680 1.3268
H4 -0.4316 -0.1969 1.1440
H5 0.2783 -1.1073 -0.2336

---

Energy ordering: P at the bottom, the next structure 0.0044 hartree above.